[1]
Molecular formula: C35H90NO16PS2
Method: DFT, ωB97M-V/def2-TZVPD

Computed properties:
SMILES string = CCCCO[C@H](CCCSC(=S)N(CC)CC)OC(=O)CP(=O)(O)O.CCO.CCO.CCO.CCO.CCO.CCO.CCO.CCO.CCO.CCO
max |F| = 8.7 eV/Å
E_tot = -3783.487594 hartree
charge = 0

Cartesian coordinates (Å):
C -3.2065 0.0515 2.7727
C -3.5896 -1.0831 1.6052
C -3.9910 -0.3952 0.1582
C -3.6261 -1.3092 -1.1531
O -2.4415 -0.8652 -1.9059
C -1.2137 -1.5780 -1.4198
C 0.0571 -0.8847 -2.2500
C 0.3085 0.6432 -1.6590
C 1.6393 0.7534 -0.7082
S 1.2362 0.9626 1.1422
C 2.5741 -0.1233 1.9687
S 4.1380 0.0188 1.3163
N 2.1420 -1.0353 3.0954
C 1.6700 -2.3051 2.4228
C 1.1810 -3.4936 3.4403
C 3.2330 -1.2751 4.1147
C 2.6585 -1.4078 5.6800
O -1.2125 -3.0028 -1.7883
C -0.6758 -3.8579 -0.7181
O 0.5083 -4.4598 -0.8707
C -1.5049 -4.1626 0.6854
P -1.5324 -6.0499 1.0528
O -2.1088 -6.8479 -0.1912
O 0.0722 -6.5641 1.5005
O -2.5988 -6.3572 2.4124
H -2.0309 -0.0191 2.9666
H -3.8078 -0.2693 3.7522
H -3.5091 1.1481 2.4490
H -4.4803 -1.7701 1.9286
H -2.5775 -1.6808 1.4075
H -3.5497 0.6827 0.0397
H -5.1757 -0.2764 0.1775
H -4.5606 -1.2465 -1.8897
H -3.5690 -2.4382 -0.8142
H -1.1372 -1.3612 -0.2721
H 1.0024 -1.5961 -2.1040
H -0.1444 -0.8530 -3.4255
H 0.5033 1.3566 -2.5905
H -0.6725 1.0281 -1.1503
H 2.3694 1.6214 -1.0261
H 2.2546 -0.2542 -0.8754
H 0.7188 -1.9983 1.7697
H 2.4691 -2.6803 1.6193
H 2.0482 -3.8413 4.1836
H 0.1840 -3.2509 4.0279
H 0.9335 -4.4534 2.7795
H 3.7750 -2.2855 3.7991
H 4.0406 -0.4013 4.1730
H 1.5141 -1.1644 5.7150
H 2.8232 -2.5457 6.0013
H 3.3047 -0.7301 6.4189
H -0.9123 -3.6321 1.5488
H -2.6206 -3.7801 0.6452
H 0.0945 -6.5486 2.5131
H -2.3433 -5.6455 3.0859
C 6.9626 -1.7331 -1.8014
C 6.9003 -2.6545 -0.6008
O 6.8443 -1.8904 0.5947
H 7.8409 -1.0821 -1.7416
H 7.0108 -2.3068 -2.7312
H 6.0842 -1.0804 -1.8348
H 7.7902 -3.2895 -0.5589
H 6.0177 -3.2998 -0.6468
H 6.0463 -1.3362 0.5513
C 5.5623 2.9747 -3.9675
C 4.4201 2.0083 -3.7312
O 3.8323 2.2530 -2.4620
H 6.3222 2.8707 -3.1860
H 6.0292 2.7962 -4.9402
H 5.2077 4.0099 -3.9311
H 4.7825 0.9762 -3.7465
H 3.6501 2.1151 -4.5013
H 3.5063 3.1693 -2.4616
C -5.2644 2.6097 -1.8826
C -5.0191 2.2700 -3.3382
O -3.6271 2.1160 -3.5725
H -4.7429 3.5330 -1.6099
H -6.3328 2.7362 -1.6864
H -4.8769 1.8205 -1.2301
H -5.3878 3.0711 -3.9857
H -5.5268 1.3410 -3.6153
H -3.3111 1.3970 -2.9990
C 2.8554 7.4764 -3.6815
C 2.3132 6.1024 -3.3463
O 2.7700 5.7005 -2.0632
H 3.9503 7.4719 -3.6675
H 2.5161 7.7991 -4.6698
H 2.5305 8.2128 -2.9392
H 2.6582 5.3657 -4.0778
H 1.2189 6.1018 -3.3456
H 2.4514 6.3565 -1.4199
C -0.3879 4.9694 1.8192
C 0.7864 5.8681 1.4912
O 0.6518 6.3808 0.1739
H -0.4477 4.1394 1.1077
H -0.2970 4.5623 2.8301
H -1.3307 5.5212 1.7447
H 1.7243 5.3075 1.5453
H 0.8454 6.7077 2.1905
H -0.1799 6.8838 0.1386
C 3.3844 3.8933 4.0281
C 4.3162 3.0090 4.8306
O 3.5648 2.0606 5.5737
H 2.6861 4.4167 4.6895
H 3.9480 4.6332 3.4528
H 2.7811 3.2947 3.3378
H 4.9012 3.6084 5.5344
H 5.0091 2.4724 4.1752
H 3.0554 1.5281 4.9391
C 8.8181 2.5414 -6.9578
C 9.7500 1.6571 -6.1554
O 8.9986 0.7087 -5.4123
H 8.1199 3.0648 -6.2965
H 9.3817 3.2813 -7.5332
H 8.2149 1.9428 -7.6481
H 10.3350 2.2565 -5.4516
H 10.4429 1.1205 -6.8107
H 8.4892 0.1762 -6.0468
C -4.8708 -3.5644 6.4606
C -4.5328 -2.4716 5.4678
O -4.0487 -3.0444 4.2620
H -3.9883 -4.1763 6.6745
H -5.2414 -3.1391 7.3975
H -5.6328 -4.2364 6.0525
H -3.7555 -1.8155 5.8704
H -5.4133 -1.8634 5.2389
H -4.7493 -3.6186 3.9082
C -8.5421 1.2262 -6.3717
C -8.6045 0.3048 -5.1711
O -8.6605 1.0689 -3.9756
H -7.6638 1.8772 -6.3119
H -8.4939 0.6524 -7.3015
H -9.4206 1.8789 -6.4051
H -7.7146 -0.3302 -5.1292
H -9.4870 -0.3406 -5.2171
H -9.4585 1.6231 -4.0190
C -6.7514 -6.1589 2.5674
C -6.8137 -7.0803 3.7680
O -6.8697 -6.3162 4.9635
H -5.8730 -5.5079 2.6273
H -6.7032 -6.7327 1.6376
H -7.6298 -5.5062 2.5341
H -5.9238 -7.7153 3.8100
H -7.6963 -7.7257 3.7220
H -7.6677 -5.7620 4.9202

[2]
Molecular formula: C35H93FO12Zn
Method: DFT, ωB97M-V/def2-TZVPD

Computed properties:
max |F| = 1.7 eV/Å
E_tot = -4171.500699 hartree
charge = 0

Cartesian coordinates (Å):
Zn 0.5798 1.5980 -2.3493
F -0.0087 -0.1859 -2.8669
C 0.2414 -0.6881 0.4035
C 0.5550 0.7622 0.7215
O 0.3330 1.6599 -0.3100
H -0.7873 -0.7980 0.0440
H 0.3402 -1.3498 1.2647
H 0.8951 -0.9834 -0.4237
H 1.6115 0.8090 1.1142
H 0.0182 1.0354 1.6669
C 1.6409 -3.4372 -1.8812
C 2.3765 -3.0045 -3.1430
C 1.9512 -3.7687 -4.3947
O 2.3067 -1.6076 -3.3365
H 0.5663 -3.2410 -2.0200
H 1.9894 -2.9107 -0.9938
H 1.6883 -4.5135 -1.6946
H 3.4307 -3.2776 -2.9696
H 1.9851 -4.8508 -4.2675
H 2.6572 -3.5177 -5.1895
H 0.9370 -3.4895 -4.6960
H 1.3636 -1.2985 -3.2099
C -0.2877 -2.1471 5.9051
C 1.1519 -2.1676 5.4774
C 1.5569 -0.9656 4.6268
O 1.9850 -2.2639 6.6729
H -0.5458 -3.0892 6.4048
H -0.9823 -2.0433 5.0723
H -0.4881 -1.3906 6.6699
H 1.3690 -3.0816 4.8917
H 0.9119 -0.8021 3.7532
H 2.5838 -1.0497 4.2700
H 1.4058 -0.0429 5.2022
H 2.8937 -2.4180 6.3901
C 3.9699 0.1707 -0.7077
C 3.5739 1.4091 -1.5091
C 4.7605 1.9756 -2.2787
O 2.5340 1.0378 -2.4710
H 3.0884 -0.3230 -0.3040
H 4.6699 0.4398 0.0879
H 4.5371 -0.5202 -1.3427
H 3.1319 2.1358 -0.8262
H 4.4509 2.6756 -3.0541
H 5.2808 1.1649 -2.8008
H 5.4843 2.4406 -1.6049
H 2.7565 0.1648 -2.8669
C -3.5273 -3.6876 -3.5727
C -2.4162 -2.7013 -3.7884
C -2.8585 -1.4577 -4.5257
O -1.8469 -2.3859 -2.4965
H -4.0344 -4.0022 -4.4884
H -4.3219 -3.1973 -2.9961
H -3.1836 -4.5711 -3.0402
H -1.6167 -3.1760 -4.3885
H -3.6617 -0.9560 -3.9792
H -3.2264 -1.7233 -5.5175
H -2.0199 -0.7635 -4.6100
H -1.2815 -1.5899 -2.6180
C 3.5126 5.1626 1.6279
C 2.7706 3.8195 1.6260
C 2.0480 3.5445 2.9375
O 1.8481 3.8683 0.5142
H 3.8280 5.3702 0.6021
H 4.3725 5.1602 2.2934
H 2.8459 5.9764 1.9333
H 3.5441 3.0707 1.3881
H 1.1298 4.1285 2.9621
H 2.6572 3.8394 3.7895
H 1.8033 2.4819 2.9963
H 1.2785 3.0506 0.5342
C 0.0811 5.6528 -2.7444
C 1.3234 4.7934 -2.9625
C 2.5932 5.5306 -2.5930
O 1.1917 3.6052 -2.1173
H 0.2710 6.6827 -3.0504
H -0.1606 5.6370 -1.6818
H -0.7565 5.2503 -3.3085
H 1.3595 4.4341 -3.9900
H 3.4961 4.9439 -2.7702
H 2.6160 5.8556 -1.5497
H 2.6495 6.4453 -3.1947
H 1.5578 3.8209 -1.2366
C 1.9974 -5.4497 1.9413
C 3.2448 -4.8660 2.5356
C 3.2944 -3.3821 2.2742
O 3.1420 -4.9258 3.9639
H 2.0177 -5.3749 0.8461
H 1.1011 -4.9241 2.2660
H 1.8699 -6.5169 2.1514
H 4.1567 -5.3525 2.1898
H 3.6359 -3.1665 1.2524
H 4.0851 -2.9601 2.8984
H 2.3380 -2.8962 2.4369
H 2.9300 -5.8182 4.2601
C -3.2080 1.0456 -2.0490
C -2.6757 2.0660 -3.0278
C -3.5636 3.2829 -3.1518
O -1.3544 2.4932 -2.6170
H -4.1408 0.5891 -2.3990
H -3.4961 1.4869 -1.0836
H -2.4726 0.2736 -1.8217
H -2.5802 1.5823 -4.0045
H -3.7273 3.7213 -2.1540
H -4.5944 3.0998 -3.4825
H -3.1948 4.0605 -3.8229
H -1.4957 3.0259 -1.7968
C -1.3191 -4.3084 0.4175
C -2.8227 -4.4869 0.1523
C -3.5295 -5.0538 1.3666
O -3.4254 -3.2174 -0.1609
H -0.8159 -4.2523 -0.5414
H -0.9153 -5.0769 1.0725
H -1.2078 -3.3527 0.9340
H -2.9200 -5.1285 -0.7343
H -4.6113 -5.0750 1.2207
H -3.3107 -4.4570 2.2493
H -3.2142 -6.0959 1.4687
H -2.8518 -2.7529 -0.8173
C -4.5107 0.8865 2.6682
C -3.7465 -0.1110 1.8170
C -2.5403 -0.7223 2.5122
O -4.6590 -1.0934 1.3231
H -5.2282 0.3908 3.3249
H -5.0180 1.6458 2.0636
H -3.8450 1.4939 3.2931
H -3.3727 0.4654 0.9453
H -1.7702 0.0485 2.6259
H -2.1041 -1.4909 1.8675
H -2.7499 -1.2054 3.4693
H -4.1490 -1.8039 0.8813
C -2.7688 4.9909 0.9525
C -1.5135 4.1459 1.0964
C -1.6328 3.1840 2.2681
O -1.4500 3.3578 -0.1090
H -3.6147 4.3347 0.7613
H -2.6178 5.6730 0.1079
H -2.9567 5.6261 1.8173
H -0.6151 4.7702 1.1593
H -1.7839 3.7100 3.2263
H -0.7216 2.6079 2.4351
H -2.4898 2.5229 2.1603
H -0.8363 2.5716 -0.0112

[3]
Molecular formula: C35H96O13
Method: DFT, ωB97M-V/def2-TZVPD

Computed properties:
max |F| = 4.4 eV/Å
E_tot = -2369.017246 hartree
ΔE to the lowest compared entry with this formula, charge and spin = 113.2 kcal/mol
charge = 0

Cartesian coordinates (Å):
C 4.0977 5.5748 3.2967
O 2.7368 5.2194 3.4757
H 4.8163 4.7724 3.4635
H 4.4472 6.0067 2.3589
H 4.3597 6.4328 3.9158
H 2.5571 5.3551 4.4089
C 6.8508 -0.9298 0.3790
O 5.8602 -0.7315 -0.6200
H 7.7543 -1.4133 0.0074
H 7.2035 0.0045 0.8156
H 6.4540 -1.6717 1.0721
H 5.1761 -0.1610 -0.2621
C -1.1120 0.4962 1.6823
C 0.2859 -0.2175 1.5024
C 0.3503 -1.4074 0.5292
O 1.2882 0.7285 1.0693
H -1.7877 -0.2176 2.1533
H -1.5717 0.7912 0.7390
H -1.0814 1.4640 2.1829
H 0.7134 -0.4995 2.4646
H -0.0221 -1.0958 -0.4466
H -0.2589 -2.2510 0.8537
H 1.3870 -1.7257 0.4195
H 1.4052 1.4747 1.6619
C 3.8805 6.3634 -3.7625
C 5.3063 6.0399 -3.3024
C 5.3863 4.5402 -2.9305
O 6.2626 6.2802 -4.3128
H 3.8300 7.2710 -4.3640
H 3.1621 6.5105 -2.9561
H 3.4114 5.5724 -4.3477
H 5.6962 6.7140 -2.5398
H 5.1348 3.8695 -3.7520
H 4.6973 4.4087 -2.0962
H 6.3422 4.1819 -2.5484
H 6.0196 5.7688 -5.0881
C -6.5351 -2.7569 -0.1722
C -7.6987 -3.6898 -0.1398
C -8.5958 -3.3635 1.0623
O -8.4702 -3.5434 -1.3150
H -6.7473 -1.6908 -0.2518
H -5.9408 -3.0562 -1.0355
H -5.9771 -2.9080 0.7519
H -7.3218 -4.7116 -0.0952
H -8.0314 -3.3516 1.9947
H -9.3893 -4.1078 1.1295
H -9.0363 -2.3778 0.9125
H -9.2049 -4.1355 -1.1384
C -2.8910 -0.8921 7.2874
C -3.0051 -2.2892 6.8339
C -2.6862 -3.3211 7.9769
O -4.2502 -2.6174 6.4211
H -3.6964 -0.6128 7.9666
H -2.9213 -0.3193 6.3605
H -1.8970 -0.6715 7.6764
H -2.2654 -2.4968 6.0607
H -2.7453 -4.3514 7.6259
H -3.3164 -3.1993 8.8579
H -1.7145 -3.1480 8.4395
H -4.8185 -2.2644 7.1096
C -3.5060 -0.8428 -6.3548
C -3.8246 0.1020 -7.5178
C -3.8779 -0.6016 -8.8676
O -5.0504 0.7673 -7.2736
H -3.3244 -0.2852 -5.4360
H -2.5743 -1.4028 -6.4353
H -4.3843 -1.4732 -6.2156
H -3.0534 0.8694 -7.5848
H -4.2949 -0.0345 -9.6998
H -4.5235 -1.4775 -8.8047
H -2.8731 -0.8943 -9.1724
H -5.7606 0.1260 -7.3511
C 2.8192 -0.9788 -7.3213
C 2.9748 -2.3367 -6.6883
C 2.9111 -3.5416 -7.6889
O 4.3128 -2.3802 -6.0023
H 1.8093 -0.8125 -7.6963
H 3.5383 -0.8178 -8.1245
H 3.0084 -0.1472 -6.6426
H 2.2106 -2.4569 -5.9205
H 1.9793 -3.5829 -8.2529
H 3.1156 -4.4292 -7.0902
H 3.6509 -3.4696 -8.4861
H 4.1448 -1.8705 -5.2063
C -5.2965 4.8904 -2.9417
C -4.8710 5.6625 -4.1874
C -3.5055 5.2874 -4.7568
O -5.8371 5.3686 -5.2087
H -4.6100 5.0219 -2.1053
H -5.3852 3.8128 -3.0795
H -6.3039 5.2199 -2.6875
H -4.8888 6.7335 -3.9852
H -3.4682 5.4163 -5.8385
H -3.2094 4.2743 -4.4848
H -2.7578 5.9559 -4.3301
H -5.6712 4.4591 -5.4673
C -2.3377 -7.2174 -2.5592
C -1.2720 -8.1740 -3.0094
C 0.1732 -7.9242 -2.4477
O -1.5434 -9.4802 -2.6495
H -2.6126 -7.3804 -1.5171
H -3.2493 -7.3102 -3.1494
H -1.9770 -6.2126 -2.7790
H -1.2298 -8.1799 -4.0986
H 0.3143 -7.9879 -1.3688
H 0.2781 -6.8640 -2.6777
H 0.9694 -8.5264 -2.8854
H -2.4928 -9.6225 -2.6577
C 6.0471 -0.2650 8.6959
C 6.0228 -0.1295 7.1541
C 4.6390 0.1103 6.5611
O 6.6719 1.1087 6.9168
H 5.4978 -1.1222 9.0852
H 5.7674 0.6869 9.1471
H 7.0938 -0.4474 8.9395
H 6.5764 -0.9270 6.6584
H 3.9713 -0.7502 6.6041
H 4.8803 0.2201 5.5039
H 4.1631 0.9637 7.0442
H 7.6073 0.9945 6.7332
C 3.5304 -5.8370 4.8195
C 2.4165 -6.6988 5.4575
C 1.5040 -7.4611 4.4107
O 2.9624 -7.5986 6.3092
H 4.3038 -6.4514 4.3585
H 4.0073 -5.1986 5.5632
H 3.1263 -5.1781 4.0510
H 1.8041 -6.0769 6.1104
H 2.1251 -8.0705 3.7541
H 0.8557 -6.8327 3.8001
H 0.9054 -8.1707 4.9820
H 3.5862 -8.1524 5.8341
C -1.3917 8.7372 1.4239
C -0.4529 9.8171 2.0385
C -0.8964 11.2606 1.7342
O -0.4765 9.6873 3.4437
H -1.2718 8.7376 0.3405
H -2.4389 8.8840 1.6883
H -1.1829 7.7571 1.8526
H 0.5981 9.6817 1.7831
H -1.8639 11.6254 2.0790
H -0.9563 11.3559 0.6500
H -0.1735 12.0059 2.0657
H -0.0862 8.8400 3.6703